w) A 2-piece molecular cluster, H2N2O3 overall. Source: the Open Molecules 2025 dataset; level of theory: the ωB97M-V functional and the def2-TZVPD basis.

Last columns: bonded neighbours and bond lengths (Å).
Positions of all 7 atoms, in Å:
1 O 1.30 1.68 -0.07  N2 1.186
2 N 1.62 0.56 0.14  O1 1.186, N3 1.143
3 N 1.87 -0.51 -0.19  N2 1.143, O4 1.192
4 O 2.22 -1.62 0.06  N3 1.192
5 O -1.99 0.11 0.11  H6 0.960, H7 0.959
6 H -2.18 -0.53 -0.58  O5 0.960
7 H -2.83 0.31 0.53  O5 0.959

The HOMO energy comes out at -9.9 eV. The value obtained for the gap between HOMO and LUMO is 9.5 eV. As for the molecular weight: 78.0 g mol⁻¹. Its SMILES is O=NN=O.O. The value obtained for the lowest unoccupied orbital energy is -0.4 eV.

Results of the Mulliken charge analysis, in e, for atoms 1 through 6:
1. O -0.5135
2. N 0.5448
3. N 0.4913
4. O -0.5279
5. O -0.6211
6. H 0.3152

---

x) A 2-piece molecular cluster, H2N2O3 overall. Source: the Open Molecules 2025 dataset; level of theory: the ωB97M-V functional and the def2-TZVPD basis.

Last columns: bonded neighbours and bond lengths (Å).
Positions of all 7 atoms, in Å:
1 N 3.58 0.65 0.07  N2 1.101
2 N 2.92 -0.22 -0.07  N1 1.101, O3 1.142
3 O 2.32 -1.19 -0.09  N2 1.142
4 O -0.60 0.29 0.26  O5 1.360, H6 0.956
5 O 0.40 0.39 -0.65  O4 1.360, H7 0.943
6 H -0.76 1.15 0.64  O4 0.956
7 H 0.57 -0.53 -0.76  O5 0.943

The HOMO energy comes out at -9.8 eV. The value obtained for the gap between HOMO and LUMO is 10.8 eV. As for the molecular weight: 78.0 g mol⁻¹. Its SMILES is N#[N+][O-].OO. The value obtained for the lowest unoccupied orbital energy is 1.0 eV.

Results of the Mulliken charge analysis, in e, for atoms 1 through 6:
1. N -0.3543
2. N 0.9369
3. O -0.5837
4. O -0.3465
5. O -0.3277
6. H 0.3122

---

In order of decreasing stability: x), w).

---

w) An isolated ion of composition C3H12N4 and charge +2. Source: the Open Molecules 2025 dataset; level of theory: the ωB97M-V functional and the def2-TZVPD basis.

Last columns: bonded neighbours and bond lengths (Å).
Positions of all 19 atoms, in Å:
1 H -1.24 -1.90 0.05  N2 1.005
2 N -0.47 -1.35 -0.30  H1 1.005, C3 1.274
3 C -0.68 -0.10 -0.26  N2 1.274, C4 1.483, N7 1.383
4 C 0.52 0.77 -0.38  C3 1.483, N5 1.505, H9 1.106, H10 1.107
5 N 1.68 -0.15 -0.62  C4 1.505, C6 1.479, H11 1.094, H12 1.072
6 C 2.53 -0.34 0.58  N5 1.479, H13 1.007, H14 1.026, H15 1.014
7 N -1.88 0.57 -0.09  C3 1.383, N8 1.401, H16 0.957
8 N -2.99 -0.13 0.42  N7 1.401, H17 1.061, H18 1.046, H19 1.101
9 H 0.33 1.29 0.58  C4 1.106
10 H 0.40 1.55 -1.16  C4 1.107
11 H 2.25 0.37 -1.40  N5 1.094
12 H 1.17 -1.08 -0.78  N5 1.072
13 H 2.08 -0.74 1.39  C6 1.007
14 H 3.36 -0.93 0.42  C6 1.026
15 H 2.75 0.53 1.04  C6 1.014
16 H -2.11 1.45 -0.38  N7 0.957
17 H -3.67 -0.66 -0.20  N8 1.061
18 H -2.67 -0.83 1.13  N8 1.046
19 H -3.66 0.50 1.02  N8 1.101

The HOMO energy comes out at -19.3 eV. The value obtained for the gap between HOMO and LUMO is 11.7 eV. As for the molecular weight: 104.2 g mol⁻¹. Its SMILES is [H]/N=C(/C[NH2+]C)N[NH3+]. The value obtained for the lowest unoccupied orbital energy is -7.6 eV. The charge is +2.

Results of the Mulliken charge analysis, in e, for atoms 1 through 6:
1. H 0.1902
2. N -0.5842
3. C 0.5811
4. C -0.7721
5. N -0.1205
6. C -1.1821

---

x) An isolated ion of composition C3H12N4 and charge +2. Source: the Open Molecules 2025 dataset; level of theory: the ωB97M-V functional and the def2-TZVPD basis.

Last columns: bonded neighbours and bond lengths (Å).
Positions of all 19 atoms, in Å:
1 H 1.09 -2.14 0.75  N2 1.008
2 N 0.36 -1.53 0.42  H1 1.008, C3 1.244
3 C 0.47 -0.37 -0.02  N2 1.244, N4 1.347, C6 1.843
4 N 1.49 0.46 -0.30  C3 1.347, N5 1.437, H9 1.014
5 N 2.87 0.07 -0.14  N4 1.437, H10 1.040, H11 1.043, H12 1.038
6 C -1.22 0.23 -0.45  C3 1.843, C7 1.506, N8 1.455, H13 1.086
7 C -1.56 1.37 0.47  C6 1.506, H14 1.089, H15 1.085, H16 1.088
8 N -1.99 -0.97 -0.17  C6 1.455, H17 1.103, H18 1.024, H19 1.027
9 H 1.33 1.40 -0.64  N4 1.014
10 H 2.97 -0.95 -0.29  N5 1.040
11 H 3.25 0.29 0.81  N5 1.043
12 H 3.47 0.54 -0.84  N5 1.038
13 H -1.19 0.48 -1.50  C6 1.086
14 H -1.48 1.07 1.51  C7 1.089
15 H -0.91 2.23 0.31  C7 1.085
16 H -2.58 1.71 0.29  C7 1.088
17 H -1.22 -1.65 0.22  N8 1.103
18 H -2.45 -1.39 -0.99  N8 1.024
19 H -2.71 -0.82 0.56  N8 1.027

The HOMO energy comes out at -19.2 eV. The value obtained for the gap between HOMO and LUMO is 11.7 eV. As for the molecular weight: 104.2 g mol⁻¹. Its SMILES is [H]/N=C(\N[NH3+])[C@H](C)[NH3+]. The value obtained for the lowest unoccupied orbital energy is -7.5 eV. The charge is +2.

Results of the Mulliken charge analysis, in e, for atoms 1 through 6:
1. H 0.1870
2. N -0.5241
3. C 0.4841
4. N -0.0837
5. N -0.3352
6. C -0.1721

---

y) An isolated ion of composition C3H12N4 and charge +2. Source: the Open Molecules 2025 dataset; level of theory: the ωB97M-V functional and the def2-TZVPD basis.

Last columns: bonded neighbours and bond lengths (Å).
Positions of all 19 atoms, in Å:
1 C 2.88 0.27 0.10  N2 1.440, H8 1.090, H9 1.088, H10 1.092
2 N 1.46 0.15 -0.06  C1 1.440, C3 1.284, H11 1.022
3 C 0.84 -0.94 -0.36  N2 1.284, N4 1.344, H12 1.091
4 N -0.47 -1.16 -0.54  C3 1.344, N5 1.447, H13 1.016
5 N -1.56 -0.22 -0.38  N4 1.447, C6 1.486, N7 1.411, H14 1.044
6 C -1.93 -0.07 1.05  N5 1.486, H15 1.091, H16 1.091, H17 1.090
7 N -1.19 1.02 -0.94  N5 1.411, H18 1.017, H19 1.019
8 H 3.11 0.67 1.09  C1 1.090
9 H 3.38 -0.70 -0.01  C1 1.088
10 H 3.28 0.96 -0.64  C1 1.092
11 H 0.95 1.03 0.01  N2 1.022
12 H 1.45 -1.84 -0.49  C3 1.091
13 H -0.74 -2.11 -0.78  N4 1.016
14 H -2.37 -0.68 -0.85  N5 1.044
15 H -2.85 0.51 1.14  C6 1.091
16 H -2.10 -1.05 1.51  C6 1.091
17 H -1.13 0.44 1.59  C6 1.090
18 H -1.72 1.79 -0.55  N7 1.017
19 H -1.27 1.04 -1.95  N7 1.019

The HOMO energy comes out at -19.7 eV. The value obtained for the gap between HOMO and LUMO is 11.9 eV. As for the molecular weight: 104.2 g mol⁻¹. Its SMILES is C/[NH+]=C/N[N@@H+](C)N. The value obtained for the lowest unoccupied orbital energy is -7.8 eV. The charge is +2.

Results of the Mulliken charge analysis, in e, for atoms 1 through 6:
1. C -0.8051
2. N -0.0803
3. C 0.1999
4. N -0.1805
5. N 0.1744
6. C -0.7830

---

In order of decreasing stability: x), y), w).